1.
Below is 2 unconnected molecules or ions with the total composition C7H14N, with properties calculated with ωB97M-V/def2-TZVPD.

As for the net charge: +1. The HOMO-LUMO gap comes out at 9.36 eV. As for the highest occupied orbital energy: -12.446 eV. Its lowest unoccupied orbital energy is -3.1 eV.

Each line ends with the Mulliken charge.
CARTESIAN COORDINATES (ANGSTROEM)
1 N 0.598 -0.568 1.344  -0.22
2 C 1.005 -0.070 -0.103  -0.14
3 C -1.860 0.248 0.076  -0.20
4 C 0.153 2.287 0.242  -1.56
5 C -2.469 -0.691 -0.909  -0.57
6 C -2.106 -1.200 0.264  -0.49
7 C 0.052 0.945 -0.490  -0.12
8 C 0.968 -1.349 -1.002  -1.10
9 H -0.153 -1.614 -1.063  0.28
10 H -0.448 -0.630 1.283  0.21
11 H -2.377 0.877 0.717  0.43
12 H 1.196 2.731 0.032  0.38
13 H -0.490 3.005 -0.237  0.40
14 H 0.005 2.245 1.299  0.38
15 H 0.973 0.022 1.998  0.32
16 H -2.009 -2.055 0.928  0.37
17 H 1.995 0.344 0.121  0.48
18 H 0.885 -1.558 1.389  0.37
19 H -2.952 -0.793 -1.769  0.50
20 H 1.681 -2.035 -0.503  0.45
21 H 1.468 -1.053 -2.008  0.35
22 H -0.012 1.006 -1.563  0.47


2.
Below is a gas-phase ion, C7H14N (charge +1), with properties calculated with ωB97M-V/def2-TZVPD.

As for the net charge: +1. The HOMO-LUMO gap comes out at 11.64 eV. The structure (SMILES) is C=C(C)[N@H+](C)C1CC1. As for the highest occupied orbital energy: -14.644 eV. Its lowest unoccupied orbital energy is -3.0 eV.

Each line ends with the Mulliken charge.
CARTESIAN COORDINATES (ANGSTROEM)
1 N -0.029 -0.610 -0.313  0.18
2 C -0.166 -2.086 -0.198  -0.91
3 C -2.160 0.341 -1.194  -1.00
4 C 1.694 1.267 0.034  -0.44
5 C 1.060 0.007 0.530  -0.53
6 C -1.461 0.888 1.116  -1.21
7 C -1.399 0.143 -0.163  0.73
8 C 2.463 -0.005 -0.072  -0.68
9 H 0.235 -0.421 -1.335  0.51
10 H -1.894 0.118 -2.175  0.33
11 H 3.345 -0.045 0.505  0.33
12 H -0.920 -2.514 -0.802  0.37
13 H -2.466 1.454 1.227  0.42
14 H -0.535 -2.322 0.811  0.38
15 H 0.908 -0.059 1.658  0.40
16 H -1.318 0.238 2.008  0.27
17 H 1.801 2.150 0.602  0.37
18 H -0.744 1.708 1.088  0.29
19 H 2.360 -0.347 -1.074  0.26
20 H -2.967 0.983 -0.977  0.31
21 H 0.759 -2.558 -0.328  0.39
22 H 1.433 1.671 -0.948  0.24


We find 2 to be the most stable, with the next structure 237.9 kJ/mol higher.


1.
Below is 2 unconnected molecules or ions with the total composition C4H5NO2, with properties calculated with ωB97M-V/def2-TZVPD.

The HOMO-LUMO gap comes out at 9.96 eV. The structure (SMILES) is COC#[N+][O-].C#C. As for the highest occupied orbital energy: -9.334 eV. Its lowest unoccupied orbital energy is 0.6 eV.

Each line ends with the Mulliken charge.
CARTESIAN COORDINATES (ANGSTROEM)
1 O -1.109 1.563 0.045  -0.35
2 O 2.000 0.792 1.850  -0.71
3 N 0.950 1.092 1.282  0.46
4 C -1.907 0.354 0.019  -0.50
5 C 1.311 -1.582 -1.457  -0.42
6 C 1.806 -1.115 -0.464  -0.46
7 C 0.032 1.364 0.635  0.37
8 H -1.321 -0.441 -0.448  0.19
9 H 0.950 -2.030 -2.356  0.37
10 H -2.797 0.591 -0.563  0.22
11 H 2.253 -0.674 0.412  0.53
12 H -2.167 0.086 1.046  0.30


2.
Below is a single C4H5NO2 molecule, with properties calculated with ωB97M-V/def2-TZVPD.

The HOMO-LUMO gap comes out at 10.67 eV. The structure (SMILES) is COc1ccon1. As for the highest occupied orbital energy: -9.713 eV. Its lowest unoccupied orbital energy is 1.0 eV.

Each line ends with the Mulliken charge.
CARTESIAN COORDINATES (ANGSTROEM)
1 O -0.709 1.244 -0.329  -0.33
2 O 1.122 -1.711 0.057  -0.15
3 N 1.118 -0.368 -0.156  -0.38
4 C -0.151 -0.013 -0.156  0.64
5 C 0.496 2.043 -0.072  -0.64
6 C -0.094 -2.240 0.069  -0.18
7 C -1.079 -1.240 0.229  -0.33
8 H 1.014 1.514 -0.955  0.32
9 H -2.273 -1.209 0.426  0.26
10 H 0.897 2.154 0.837  0.30
11 H -0.415 -3.286 0.457  0.30
12 H 0.073 3.112 -0.406  0.19


3.
Below is a single C4H5NO2 molecule, with properties calculated with ωB97M-V/def2-TZVPD.

The HOMO-LUMO gap comes out at 9.67 eV. The structure (SMILES) is O[C@@H]1[C@@H]2C=NO[C@H]12. As for the highest occupied orbital energy: -9.186 eV. Its lowest unoccupied orbital energy is 0.5 eV.

Each line ends with the Mulliken charge.
CARTESIAN COORDINATES (ANGSTROEM)
1 O -1.653 -0.611 -0.737  -0.52
2 O 0.751 -1.117 0.479  -0.19
3 N 1.474 -0.479 -0.423  -0.28
4 C 0.046 1.138 0.125  -0.30
5 C -1.351 0.280 0.207  -0.34
6 C -0.104 0.031 1.120  0.12
7 C 1.264 0.723 -0.673  -0.29
8 H 1.601 1.206 -1.455  0.50
9 H -0.059 2.066 0.701  0.34
10 H 0.041 0.147 2.314  0.28
11 H -2.265 0.865 0.569  0.31
12 H -1.553 -0.135 -1.776  0.36


4.
Below is a molecular structure, C4H5NO2, with properties calculated with ωB97M-V/def2-TZVPD.

The HOMO-LUMO gap comes out at 8.88 eV. As for the highest occupied orbital energy: -8.871 eV. Its lowest unoccupied orbital energy is 0.0 eV.

Each line ends with the Mulliken charge.
CARTESIAN COORDINATES (ANGSTROEM)
1 O -2.176 2.301 -0.534  -0.52
2 O -1.890 0.004 -0.617  -0.33
3 N -0.166 1.296 0.185  -0.59
4 C 1.623 -0.561 0.212  -1.07
5 C -1.436 1.388 -0.324  0.54
6 C 0.190 -0.134 0.146  0.56
7 C -0.890 -0.813 -0.355  -0.22
8 H 2.152 -0.244 -0.692  0.23
9 H -1.002 -1.872 -0.549  0.42
10 H 2.138 -0.125 1.069  0.30
11 H 1.686 -1.648 0.287  0.35
12 H -0.229 0.410 1.172  0.32


We find 4 to be the most stable, with the next structure 207.6 kJ/mol higher.